[1]
{
  "formula": "C25H44F5N2O12S",
  "method": "ωB97M-V/def2-TZVPD",
  "symbols": ["S", "F", "F", "F", "F", "F", "O", "O", "O", "O", "O", "O", "O", "O", "O", "O", "O", "O", "N", "N", "C", "C", "C", "C", "C", "C", "C", "C", "C", "C", "C", "C", "C", "C", "C", "C", "C", "C", "C", "C", "C", "C", "C", "C", "C", "H", "H", "H", "H", "H", "H", "H", "H", "H", "H", "H", "H", "H", "H", "H", "H", "H", "H", "H", "H", "H", "H", "H", "H", "H", "H", "H", "H", "H", "H", "H", "H", "H", "H", "H", "H", "H", "H", "H", "H", "H", "H", "H", "H"],
  "xyz": [[1.63026, 0.52069, -1.95072], [0.13783, 3.44236, 4.24813], [2.25531, 2.98448, 4.04790], [1.34123, 0.67911, 4.20082], [-0.59166, 1.18147, 3.32662], [1.11135, 3.57007, 2.31309], [2.33283, 4.00147, 8.63225], [5.62807, 1.24120, 3.06255], [3.76777, 4.08757, 10.26683], [-4.77612, -4.53886, -9.61426], [3.95667, 0.82991, 1.59977], [4.03610, 2.55403, 8.61591], [-3.85751, -0.25497, -4.51009], [-2.94417, -5.85599, -9.43958], [-3.81019, -4.71764, -7.69291], [3.86257, -0.08285, 3.55801], [-2.17609, -1.45095, -5.44421], [-2.20871, -0.87315, -3.26264], [2.51869, -0.27810, 0.52556], [0.90013, 1.15254, 0.63092], [-0.22650, 2.02783, 0.21328], [4.61719, 1.69989, 0.67002], [-2.70913, -0.91265, -4.51130], [4.92182, 3.55917, 10.93257], [-5.49699, -6.27020, -11.18945], [1.28057, 0.84415, 1.92337], [-4.90304, -4.89120, -11.00367], [4.08728, 0.91910, 5.78557], [-5.23416, -1.53484, -6.08470], [4.58969, 0.71487, 2.77522], [-3.76663, -5.11562, -8.96797], [-4.56238, -0.21819, -5.77068], [-3.20626, 1.27825, 1.18122], [4.36567, -0.27442, 4.90070], [1.06178, 2.89480, 3.47207], [-2.71261, 1.77159, -0.18470], [-0.99098, -1.59400, -3.10399], [2.28578, -0.06824, 1.85224], [1.68653, 0.47574, -0.20440], [0.73380, 1.38260, 3.21831], [1.59579, 2.07357, 7.26741], [-1.31989, 1.24082, -0.54682], [3.44528, 3.46351, 9.14374], [2.08947, 3.50459, 7.30781], [-2.81199, -5.30976, -6.85938], [2.82816, -0.54487, 2.64962], [0.18441, 2.83146, -0.39160], [4.37764, 0.71476, 6.81415], [-5.81706, -1.44845, -7.00082], [-1.15919, 1.33972, -1.61877], [4.06453, 1.62366, -0.26211], [-0.23975, -1.26073, -3.81826], [5.64652, 1.38727, 0.51362], [4.71641, 2.55616, 11.30209], [1.35425, 4.17471, 6.86503], [4.63523, 1.79779, 5.44875], [-5.56397, -4.13361, -11.42000], [-2.99817, -6.37654, -6.74486], [-0.65376, -1.38466, -2.09033], [5.77873, 3.54174, 10.26315], [-4.50302, -2.32955, -6.22484], [3.01864, 3.60717, 6.74523], [-4.83942, -7.03946, -10.78808], [-5.30085, 0.57088, -5.64729], [3.82542, -1.14752, 5.26396], [-3.41117, 1.47239, -0.96475], [-2.89485, -4.81576, -5.89501], [-1.15341, -2.66545, -3.21092], [1.43252, 1.78149, 6.23633], [-2.66871, 2.86453, -0.19342], [-6.45767, -6.34219, -10.67803], [-5.65020, -6.46829, -12.25011], [3.02190, 1.15769, 5.76890], [2.60204, 1.43609, -2.12416], [-3.87377, 0.08291, -6.55981], [-2.92614, 0.23445, 1.33316], [-5.90064, -1.82752, -5.27215], [-4.29170, 1.33984, 1.22945], [-1.24166, 0.18333, -0.28330], [3.21399, -0.89166, 0.12464], [0.66163, 1.96137, 7.81970], [-2.80005, 1.87225, 2.00015], [5.11809, 4.22533, 11.76656], [-3.93234, -4.80025, -11.49064], [4.59382, 2.72650, 1.03116], [2.32343, 1.39086, 7.69940], [-1.81793, -5.14821, -7.27048], [-0.66163, 2.42113, 1.12479], [5.42521, -0.52453, 4.86943]],
  "e_lumo_ev": -3.054,
  "max_force_ha_per_bohr": 0.1017,
  "e_above_lowest_kcal_mol": 22.72,
  "charge": 1,
  "energy_ev": -78604.1370
}

---

[2]
{
  "formula": "C25H44F5N5O4",
  "method": "ωB97M-V/def2-TZVPD",
  "symbols": ["F", "F", "F", "F", "F", "O", "O", "O", "O", "N", "N", "N", "N", "N", "C", "C", "C", "C", "C", "C", "C", "C", "C", "C", "C", "C", "C", "C", "C", "C", "C", "C", "C", "C", "C", "C", "C", "C", "C", "H", "H", "H", "H", "H", "H", "H", "H", "H", "H", "H", "H", "H", "H", "H", "H", "H", "H", "H", "H", "H", "H", "H", "H", "H", "H", "H", "H", "H", "H", "H", "H", "H", "H", "H", "H", "H", "H", "H", "H", "H", "H", "H", "H"],
  "xyz": [[0.81876, -1.38969, 2.71208], [1.78456, -1.74484, -0.53839], [-0.58880, -2.41680, 1.45697], [1.45802, -3.09284, 1.57017], [-0.11113, -0.69632, -0.23447], [-3.94324, 0.84278, -2.62496], [5.74124, 0.28710, 0.68967], [3.50873, 4.33942, -1.10428], [-7.53216, -5.98504, 2.68419], [-6.92004, -5.68013, -0.12234], [1.55827, 2.38133, 1.71128], [-6.10363, -1.01484, -2.15551], [3.06741, 0.16538, 0.77343], [4.24588, 6.76122, -2.49443], [6.99673, -0.04548, 1.26378], [-7.64016, -4.62848, 0.60349], [0.67656, -2.02360, 1.54744], [-4.04200, -2.21810, -1.68422], [-4.84087, -1.47083, -2.74657], [-8.34050, -5.16752, 1.85938], [1.01626, 1.27686, 1.28177], [-4.06577, -0.32545, -3.41361], [5.10125, 1.37140, 1.20573], [3.20927, 5.30424, -4.14588], [-2.89492, 0.81793, -1.67539], [4.35792, 5.45691, -3.15416], [2.23966, 3.79562, -1.41870], [3.67841, 1.29732, 1.22027], [1.05231, -1.08013, 0.34315], [2.92597, 2.38605, 1.69310], [-6.68204, -3.47523, 0.87718], [6.90427, -0.44245, 2.73918], [3.60744, 3.52627, 2.16991], [7.72082, -1.71356, 3.03930], [1.77011, 0.17498, 0.82475], [-6.69065, -5.29179, 3.58585], [4.97522, 3.58581, 2.16099], [4.46317, 4.30312, -2.14631], [5.72990, 2.50394, 1.66348], [-6.30638, -6.14616, 0.54084], [5.87376, -0.61993, 3.02865], [5.06556, 6.91425, -1.91365], [-4.53082, -3.16248, -1.44520], [7.75556, -2.38872, 2.18925], [1.79145, 3.45310, -0.49296], [-8.42641, -4.24815, -0.05534], [-6.68823, -0.61210, -2.88259], [-3.23076, 0.38605, -0.72921], [7.31792, -2.25075, 3.89256], [7.34151, -0.90764, 0.70142], [-6.43224, -2.96954, -0.05515], [-5.08320, -2.18793, -3.53636], [3.34227, 5.99097, -4.98149], [-9.16570, -5.80914, 1.53836], [4.43525, 3.32967, -2.65404], [-7.16347, -4.37672, 3.95404], [-5.74555, -3.81422, 1.32202], [8.73855, -1.43864, 3.30486], [5.28816, 5.45516, -3.73018], [5.43499, 4.37566, -1.64927], [2.32295, 2.94552, -2.10384], [3.02378, 4.35407, 2.53967], [-7.57638, -6.40297, -0.40400], [7.74689, 0.72546, 1.09698], [2.24525, 5.53405, -3.69277], [-3.96425, -1.65395, -0.75441], [-2.02731, 0.26407, -2.04487], [-0.06208, 1.21200, 1.27171], [1.57657, 4.55085, -1.84825], [3.16600, 4.28984, -4.54770], [-4.61720, -0.01539, -4.30541], [-2.59421, 1.84868, -1.48505], [7.34682, 0.34779, 3.33769], [6.80410, 2.58791, 1.65415], [-3.03150, -2.44313, -2.03207], [3.47756, 6.70542, -1.83089], [-8.77941, -4.35068, 2.44754], [-3.07638, -0.66311, -3.74932], [-5.89089, -0.23049, -1.54442], [-6.50234, -5.95125, 4.43299], [-5.72893, -5.04792, 3.12835], [-7.13099, -2.73782, 1.54649], [5.44748, 4.48375, 2.52349]],
  "e_lumo_ev": -0.539,
  "max_force_ha_per_bohr": 0.0232,
  "smiles": "CCCOc1cccc2ncc(C(F)(F)C(F)(F)F)nc12.COC[C@@H](C)N.COC[C@@H](C)N.COC[C@@H](C)N",
  "energy_ev": -55864.9038
}

---

[3]
{
  "formula": "C25H44F8O11S5",
  "method": "ωB97M-V/def2-TZVPD",
  "symbols": ["S", "S", "S", "S", "S", "F", "F", "F", "F", "F", "F", "F", "F", "O", "O", "O", "O", "O", "O", "O", "O", "O", "O", "O", "C", "C", "C", "C", "C", "C", "C", "C", "C", "C", "C", "C", "C", "C", "C", "C", "C", "C", "C", "C", "C", "C", "C", "C", "C", "H", "H", "H", "H", "H", "H", "H", "H", "H", "H", "H", "H", "H", "H", "H", "H", "H", "H", "H", "H", "H", "H", "H", "H", "H", "H", "H", "H", "H", "H", "H", "H", "H", "H", "H", "H", "H", "H", "H", "H", "H", "H", "H", "H"],
  "xyz": [[0.36944, -6.36651, 0.61002], [6.35374, -3.26699, 0.91413], [-4.81904, 2.96128, -5.93475], [3.39097, 4.08037, 3.43902], [-0.87189, -0.13031, 4.45201], [-0.33561, -1.23455, -0.30256], [-3.36554, 2.02669, 1.15356], [-5.18124, 3.45400, 0.21847], [1.55756, -0.81086, -1.12122], [0.60141, 1.94988, -1.50519], [-4.02463, 4.14933, -1.48111], [-0.45970, 0.29584, -2.46863], [-1.87589, 3.48629, 0.73882], [-0.41082, 0.52972, 5.67030], [0.03973, -0.00729, 3.28697], [7.78258, -3.00743, 0.68938], [6.03941, -4.56737, 1.54629], [-1.17273, 1.13272, -0.42318], [3.06702, 3.65722, 4.77090], [-4.27729, 4.23097, -5.41557], [-0.93890, -6.70184, 1.23258], [-6.23255, 2.75983, -6.05112], [4.77023, 3.92618, 3.00522], [1.58125, -6.90897, 1.25116], [0.53061, -0.24808, -0.56478], [1.66453, 4.55865, 1.52580], [0.71843, -5.42896, -1.91968], [0.55205, -4.53824, 0.48045], [-2.56263, -1.92102, 5.37010], [-3.29423, -1.11649, 4.20017], [-2.90696, 2.84434, 0.21432], [-0.07545, 0.90351, -1.31632], [-4.01902, 3.86285, -0.23275], [4.64233, -1.76333, -0.42281], [-4.08375, 1.52777, -5.01049], [1.49655, 5.72762, 2.52180], [2.28561, 3.31343, 2.19450], [5.33407, -2.02512, 1.80631], [0.22639, -4.35039, -0.96336], [-1.09881, -1.90696, 4.86773], [2.89337, 5.89513, 3.16069], [-2.17138, 2.08006, -0.98171], [0.34641, -6.73964, -1.16449], [-4.15074, 2.48039, -7.60994], [-2.66686, 0.29058, 3.97134], [5.46068, -3.04839, -0.70028], [-3.42671, 1.23980, -7.41575], [-2.96307, 1.11064, -5.96417], [4.17216, -1.75642, 0.91483], [4.78322, -3.89476, -0.81350], [1.46086, 2.98102, 2.82488], [0.76231, -0.11596, 0.49209], [2.39512, 4.84022, 0.76748], [-1.06510, -2.42251, 3.90795], [0.04632, -3.89287, 1.19867], [2.79570, 2.50452, 1.67146], [-4.99256, 0.93831, -4.88935], [5.98557, -1.15195, 1.77134], [-1.69131, 2.75202, -1.69311], [0.81601, 5.46296, 3.33107], [-3.98010, 4.76045, 0.38442], [0.32284, -5.39803, -2.93489], [-2.15674, 1.82062, -5.78012], [-2.72461, -1.29811, 6.24978], [3.32177, -2.40323, 1.13065], [1.14017, 6.66733, 2.09987], [0.94960, -7.62167, -1.37963], [-3.90376, 0.30098, -7.69708], [1.62146, -4.33346, 0.53069], [0.82107, -3.49992, -1.29673], [3.85288, -0.72521, 1.06571], [3.53709, 6.15931, 2.32168], [1.80327, -5.36001, -2.00016], [-4.34299, -1.12620, 4.49701], [-2.63646, 0.09471, -5.74211], [6.18351, -3.37189, -1.44926], [3.05832, 6.55222, 4.01457], [-2.73588, 0.67724, 2.95457], [-3.51321, -1.74298, 3.33550], [5.41211, -1.01996, -0.63003], [-0.65913, -7.11780, -1.34885], [-0.81921, -4.07182, -1.09457], [-3.10372, -2.84235, 5.58569], [-5.04695, 2.54672, -8.22679], [4.96037, -2.43554, 2.74440], [-3.51857, 3.34278, -7.82150], [0.72459, 4.27368, 1.05315], [-2.85076, 1.02074, 4.75947], [3.86774, -1.40090, -1.09865], [-3.71377, 2.06022, -4.13429], [-2.44946, 1.34408, -7.88713], [-2.96931, 1.57995, -1.53063], [-0.23926, -2.06268, 5.51967]],
  "e_lumo_ev": -0.014,
  "max_force_ha_per_bohr": 0.1201,
  "smiles": "FC(F)C(F)(F)COC(F)(F)C(F)F.O=S1(=O)CCCC1.O=S1(=O)CCCC1.O=S1(=O)CCCC1.O=S1(=O)CCCC1.O=S1(=O)CCCC1",
  "e_above_lowest_kcal_mol": 2.08,
  "energy_ev": -125069.7719
}